Entry 1:
Formula: C4H14N2O
Source: OMol25
Level of theory: wB97M-V/def2-TZVPD

- HOMO energy (Eh) = -0.3185
- LUMO (eV) = 0.908
- gap between HOMO and LUMO (eV) = 9.6
- SMILES = C[C@@H](N)CCN.O

Geometry as ORCA input:
```
! wB97M-V def2-TZVPD RIJCOSX def2/J DEFGRID3
* xyz 0 1
C 0.917 1.479 -2.155
C 0.294 0.504 -1.082
C 0.060 1.441 0.181
C -0.291 0.700 1.508
N -1.613 -0.005 1.553
N 1.145 -0.603 -0.763
H 0.140 2.078 -2.598
H 1.825 2.010 -1.856
H 1.304 0.833 -3.010
H -0.756 0.157 -1.352
H -0.581 2.319 -0.105
H 1.061 1.827 0.359
H 0.419 -0.141 1.597
H -0.195 1.404 2.359
H -1.766 -0.669 2.187
H -1.976 -0.343 0.651
H 1.233 -0.991 -1.713
H 2.083 -0.389 -0.412
H 0.036 -2.426 0.267
H -0.465 -2.637 1.618
O -0.621 -2.940 0.720
*
```

***

Entry 2:
Formula: C31H36BaN4S
Source: OMol25
Level of theory: wB97M-V/def2-TZVPD

- HOMO energy (spin up / spin down) (Eh) = 0.0710 / 0.0466
- LUMO (spin up / spin down) (eV) = 4.008 / 4.224
- gap between HOMO and LUMO (spin up / spin down) (eV) = 2.1 / 3.0

Geometry as ORCA input:
```
! wB97M-V def2-TZVPD RIJCOSX def2/J DEFGRID3
* xyz -2 1
Ba -1.825 0.436 0.602
N -1.746 -2.027 1.119
N 0.101 -2.734 -1.103
C 1.218 2.103 -0.591
C 2.143 1.082 -0.202
C 2.013 0.874 1.189
C 2.716 -0.135 2.002
H 3.628 -0.477 1.496
H 2.055 -1.002 2.152
H 2.957 0.278 2.991
C 0.994 1.745 1.671
C 0.541 1.734 3.044
H -0.150 2.550 3.279
H 1.380 1.636 3.746
H -0.173 0.635 3.278
C 0.482 2.489 0.557
C -0.599 3.512 0.624
H -1.513 3.110 1.113
H -0.858 3.900 -0.373
H -0.229 4.352 1.239
C 2.962 0.248 -1.124
H 3.866 -0.107 -0.598
H 3.259 0.793 -2.042
H 2.369 -0.644 -1.422
C 0.954 2.561 -1.984
H 0.265 1.840 -2.483
H 1.912 2.576 -2.560
H 0.463 3.567 -1.996
C -2.940 -1.848 1.754
H -3.189 -0.811 2.160
C -3.830 -2.898 1.829
H -4.757 -2.775 2.374
C -3.487 -4.106 1.211
H -4.226 -4.908 1.165
C -2.185 -4.325 0.720
H -1.943 -5.233 0.139
C -1.216 -3.286 0.761
C -0.040 -3.494 0.004
H 0.494 -4.479 -0.087
C -0.406 -1.433 -1.372
C 0.662 -3.318 -2.242
H 1.305 -4.201 -2.190
C 0.245 -2.585 -3.284
H 0.290 -2.759 -4.361
N -0.265 -1.378 -2.755
C -0.371 -0.220 -3.600
C 0.701 0.073 -4.493
C 0.626 1.221 -5.300
H 1.446 1.460 -5.993
C -0.435 2.126 -5.224
C -0.410 3.374 -6.094
H -0.372 4.289 -5.483
H -1.305 3.411 -6.731
H 0.485 3.359 -6.732
C -1.437 1.879 -4.276
H -2.203 2.662 -4.144
C -1.453 0.699 -3.497
C -2.537 0.610 -2.477
H -2.687 -0.397 -2.085
H -3.498 0.934 -2.900
H -2.335 1.359 -1.678
C 1.998 -0.661 -4.550
H 1.873 -1.713 -4.786
H 2.556 -0.554 -3.615
H 2.614 -0.247 -5.356
S -0.810 -0.901 5.014
C 0.145 -2.234 4.438
C 0.178 -2.302 3.083
N -0.440 -1.240 2.506
C -0.986 -0.326 3.344
H 0.657 -2.938 5.059
H 0.569 -3.143 2.526
H -1.925 0.178 3.076
*
```

***

Entry 3:
Formula: C11H15N
Source: OMol25
Level of theory: wB97M-V/def2-TZVPD

- <S²> = 0.77
- HOMO energy (spin up / spin down) (Eh) = -0.4849 / -0.4918
- LUMO (spin up / spin down) (eV) = -3.896 / -7.146
- gap between HOMO and LUMO (spin up / spin down) (eV) = 9.3 / 6.2

Geometry as ORCA input:
```
! wB97M-V def2-TZVPD RIJCOSX def2/J DEFGRID3
* xyz 1 2
C 0.435 -0.979 2.508
C 0.934 0.547 0.328
C 1.254 -0.402 1.376
C 2.221 0.646 -0.320
C 2.639 -0.700 1.385
C -0.161 1.276 -0.136
C 0.088 2.182 -1.190
C 1.305 2.224 -1.862
C 2.356 1.394 -1.472
N 3.211 -0.092 0.308
H -1.217 1.190 0.153
H -0.752 2.719 -1.622
H 1.449 3.005 -2.596
H -0.287 -1.617 2.008
H -0.191 -0.194 2.993
H 3.086 -1.190 2.226
H 3.937 -0.482 -0.278
H 3.375 1.459 -1.897
H 1.060 -1.433 3.267
C -3.478 -0.926 -1.242
C -2.766 -1.535 -0.036
H -2.791 -0.256 -1.763
H -3.735 -1.667 -2.020
H -4.298 -0.206 -0.949
H -3.032 -2.546 0.293
H -2.928 -0.886 0.857
H -1.713 -1.534 -0.320
*
```

***

Sequential energy above the lowest of the compared OMol25 structures with the same formula, charge and spin output: 39.89 2.09 24.42 kcal/mol